--- one ---
Below is a molecular structure, C37H91Cu2N6O15, with properties calculated with ωB97M-V/def2-TZVPD.

Results
**Charge**: +1

```
151
Properties=species:S:1:pos:R:3:mulliken_charge:R:1
Cu -0.40 2.14 2.86 -0.19
Cu 1.28 3.31 -0.70 0.39
O 0.01 0.05 -0.43 0.43
C 0.04 0.75 0.76 0.77
O -0.13 0.10 1.84 -0.79
O 0.28 2.00 0.78 -0.47
H -0.33 -0.79 -0.01 -0.22
C 0.88 -2.38 -2.31 -0.01
O 1.62 -3.10 -3.24 -0.43
C 2.06 -2.27 -4.28 0.11
C 2.77 -3.11 -5.32 -1.04
N 1.91 -4.11 -5.89 -0.36
C 2.64 -4.98 -6.82 -0.63
C 1.68 -6.03 -7.29 -0.59
O 1.29 -6.82 -6.19 -0.32
C 0.30 -7.77 -6.52 -0.75
H 1.46 -1.56 -1.88 -0.42
H 0.55 -3.01 -1.49 0.37
H -0.04 -1.99 -2.76 0.34
H 2.75 -1.51 -3.88 0.05
H 1.27 -1.72 -4.81 0.21
H 3.67 -3.59 -4.89 0.45
H 3.11 -2.38 -6.06 0.32
H 1.55 -4.70 -5.15 0.27
H 3.49 -5.41 -6.28 0.36
H 2.95 -4.39 -7.68 0.34
H 2.13 -6.70 -8.04 0.47
H 0.82 -5.55 -7.79 0.35
H 0.56 -8.30 -7.45 0.31
H -0.68 -7.28 -6.56 0.30
H 0.28 -8.53 -5.74 0.24
C -4.26 -5.45 1.25 -0.70
O -3.26 -4.69 0.62 -0.35
C -2.92 -3.51 1.32 -0.44
C -3.81 -2.34 0.95 0.18
N -3.42 -1.69 -0.31 0.30
C -3.80 -2.42 -1.50 -0.92
C -3.50 -1.72 -2.81 -0.34
O -4.39 -0.65 -2.98 -0.30
C -4.54 -0.20 -4.32 -0.77
H -5.21 -4.87 1.28 0.28
H -4.00 -5.68 2.29 0.29
H -4.56 -6.34 0.71 0.29
H -1.89 -3.27 1.04 -0.04
H -2.89 -3.66 2.41 0.55
H -3.66 -1.58 1.73 -0.57
H -4.89 -2.54 1.02 0.45
H -3.80 -0.75 -0.35 -0.12
H -4.89 -2.61 -1.54 0.26
H -3.37 -3.42 -1.49 0.63
H -3.59 -2.53 -3.56 0.49
H -2.45 -1.40 -2.92 -0.05
H -5.23 0.63 -4.26 0.23
H -4.77 -1.01 -5.02 0.40
H -3.57 0.15 -4.73 0.23
C 3.00 -1.86 0.93 0.01
O 4.21 -1.17 0.98 -0.32
C 5.28 -1.84 0.31 -0.30
C 5.69 -3.18 0.93 -1.03
N 6.20 -3.20 2.29 -0.26
C 5.36 -2.62 3.32 -0.20
C 5.98 -2.85 4.68 -0.64
O 5.28 -2.03 5.58 -0.21
C 5.60 -2.29 6.92 -0.82
H 2.99 -2.51 0.05 0.37
H 2.15 -1.18 0.97 -0.48
H 2.86 -2.49 1.82 0.14
H 6.08 -1.11 0.26 0.43
H 4.91 -2.11 -0.70 0.30
H 6.48 -3.53 0.25 0.49
H 4.87 -3.90 0.84 0.32
H 7.13 -2.80 2.35 0.30
H 4.38 -3.08 3.28 0.04
H 5.21 -1.54 3.16 0.25
H 7.06 -2.68 4.65 0.35
H 5.81 -3.90 4.97 0.33
H 6.67 -2.23 7.16 0.34
H 5.26 -3.30 7.21 0.35
H 5.09 -1.56 7.54 0.20
C -3.50 6.53 5.15 -0.92
O -2.64 6.25 4.09 -0.19
C -2.65 7.29 3.14 -0.86
C -1.76 6.89 1.97 -0.56
N -2.06 5.56 1.51 -0.10
C -1.09 5.04 0.55 1.31
C -0.97 5.84 -0.73 -1.21
O 0.07 5.20 -1.46 -0.11
C 0.20 5.64 -2.80 -0.88
H -4.55 6.56 4.84 0.37
H -3.26 7.47 5.65 0.36
H -3.39 5.74 5.89 0.23
H -2.21 8.18 3.60 0.42
H -3.65 7.62 2.86 0.42
H -0.71 7.06 2.27 0.31
H -1.91 7.67 1.22 0.38
H -2.01 4.93 2.31 0.01
H -1.33 3.99 0.36 -1.43
H -0.09 5.09 1.03 0.33
H -0.77 6.90 -0.56 0.74
H -1.90 5.75 -1.31 0.28
H -0.71 5.39 -3.38 0.27
H 0.98 5.03 -3.27 0.22
H 0.40 6.70 -2.96 0.33
C -3.29 2.26 1.08 -0.55
O -2.64 2.42 2.32 0.64
C -3.40 1.91 3.40 -0.38
C -2.72 2.34 4.66 -1.08
N -1.37 1.75 4.89 -0.09
C -1.46 0.29 5.05 -0.29
C -0.08 -0.35 5.11 -0.64
O 0.42 -0.19 6.40 -0.41
C 1.61 -0.91 6.61 -0.79
H -4.28 2.72 1.09 0.46
H -3.42 1.19 0.89 0.02
H -2.72 2.69 0.27 -0.24
H -3.58 0.83 3.30 0.21
H -4.40 2.36 3.34 0.44
H -3.35 2.07 5.52 0.55
H -2.68 3.43 4.66 0.25
H -1.17 2.10 5.82 0.29
H -1.94 -0.18 4.18 0.21
H -1.99 -0.02 5.95 0.39
H 0.63 0.12 4.42 0.17
H -0.23 -1.39 4.78 0.47
H 2.34 -0.70 5.81 0.30
H 1.45 -1.99 6.58 0.34
H 2.03 -0.65 7.57 0.31
C 4.34 1.90 -0.81 -0.89
O 3.22 2.26 -1.59 -0.36
C 2.71 1.18 -2.37 -0.37
C 1.51 1.51 -3.20 -0.72
N 0.34 2.03 -2.49 1.67
C -0.81 2.22 -3.39 -1.49
C -2.02 2.71 -2.59 2.05
O -3.05 2.92 -3.52 -0.52
C -4.32 3.03 -2.92 -0.74
H 5.01 1.15 -1.24 0.35
H 4.00 1.50 0.15 0.30
H 4.89 2.82 -0.62 0.31
H 2.45 0.36 -1.68 -0.03
H 3.50 0.80 -3.03 0.57
H 1.27 0.60 -3.78 0.19
H 1.75 2.29 -3.93 0.50
H 0.03 1.33 -1.81 -0.39
H -1.06 1.28 -3.90 0.46
H -0.54 2.98 -4.13 0.41
H -1.73 3.63 -2.07 -1.11
H -2.26 1.94 -1.84 -0.07
H -5.12 3.26 -3.63 0.32
H -4.35 3.90 -2.24 0.27
H -4.64 2.11 -2.41 0.19
```


--- two ---
Below is a molecular structure, C37H91Cu2N6O15, with properties calculated with ωB97M-V/def2-TZVPD.

Results
**Charge**: +1

```
151
Properties=species:S:1:pos:R:3:mulliken_charge:R:1
Cu 17.98 12.08 19.82 -0.06
Cu 19.92 13.44 16.18 0.48
O 18.17 10.16 16.31 0.62
C 18.33 10.78 17.56 -0.21
O 17.82 10.16 18.57 -0.74
O 18.90 11.95 17.64 0.42
H 17.67 9.32 16.50 -0.02
C 20.28 5.13 15.38 -0.73
O 20.54 6.21 14.47 -0.38
C 19.74 7.30 14.70 -0.56
C 20.17 8.40 13.79 1.05
N 20.22 7.90 12.44 -0.16
C 21.15 8.64 11.59 -0.12
C 21.36 7.94 10.29 -0.92
O 22.08 6.76 10.49 -0.29
C 22.46 6.20 9.28 -0.75
H 20.38 5.44 16.44 0.23
H 21.01 4.35 15.20 0.28
H 19.26 4.74 15.23 0.30
H 19.85 7.60 15.76 0.28
H 18.68 7.04 14.56 0.39
H 21.07 8.83 14.28 0.07
H 19.48 9.26 13.74 -0.98
H 20.56 6.93 12.40 0.45
H 22.14 8.77 12.07 0.25
H 20.77 9.64 11.35 0.02
H 21.88 8.63 9.60 0.49
H 20.39 7.73 9.80 0.36
H 23.27 6.79 8.83 0.29
H 21.62 6.19 8.57 0.31
H 22.81 5.19 9.44 0.24
C 26.75 14.83 19.13 -0.66
O 26.05 14.44 17.95 -0.38
C 24.66 14.38 18.14 -0.67
C 24.21 13.00 18.54 0.11
N 22.83 13.01 18.93 -0.16
C 22.24 11.72 19.14 0.42
C 22.83 11.01 20.35 -0.96
O 23.11 11.91 21.38 -0.33
C 24.09 11.40 22.25 -0.82
H 26.71 14.03 19.88 0.24
H 26.38 15.79 19.48 0.31
H 27.79 14.96 18.85 0.26
H 24.23 14.63 17.16 0.10
H 24.29 15.17 18.81 0.49
H 24.79 12.53 19.33 0.14
H 24.33 12.36 17.63 0.10
H 22.26 13.63 18.38 0.23
H 22.38 11.10 18.25 -0.02
H 21.20 11.96 19.31 -0.26
H 23.71 10.42 20.05 0.45
H 22.08 10.29 20.72 0.43
H 23.72 10.48 22.72 0.32
H 24.33 12.16 22.98 0.26
H 25.00 11.12 21.70 0.31
C 14.77 7.06 16.50 -0.88
O 14.76 7.74 15.31 -0.06
C 13.43 7.97 14.92 -1.00
C 13.41 8.66 13.62 -0.32
N 13.74 10.04 13.70 -0.13
C 13.83 10.71 12.39 -0.78
C 14.87 10.25 11.37 -0.64
O 16.21 10.47 11.70 -0.34
C 16.89 9.46 12.45 0.22
H 14.48 7.71 17.34 0.28
H 15.78 6.73 16.72 0.22
H 14.11 6.18 16.47 0.38
H 12.98 8.59 15.71 0.36
H 12.90 7.01 14.86 0.51
H 12.38 8.59 13.24 0.46
H 14.01 8.10 12.90 0.24
H 14.58 10.23 14.22 -0.01
H 13.98 11.76 12.67 0.19
H 12.85 10.69 11.89 0.48
H 14.71 10.84 10.47 0.43
H 14.69 9.20 11.11 0.37
H 16.87 8.53 11.88 0.46
H 16.49 9.36 13.46 0.02
H 17.91 9.85 12.50 -0.49
C 14.59 14.59 22.09 -0.64
O 15.72 15.47 22.16 -0.36
C 15.48 16.73 21.59 -0.67
C 16.50 17.00 20.53 -0.62
N 16.40 16.00 19.43 -0.06
C 17.50 16.10 18.48 -0.96
C 17.30 15.04 17.45 0.27
O 18.27 14.98 16.43 0.50
C 18.21 16.06 15.49 -0.95
H 14.83 13.69 22.65 0.31
H 14.31 14.36 21.05 0.23
H 13.69 15.04 22.55 0.44
H 15.66 17.48 22.38 0.38
H 14.45 16.90 21.28 0.38
H 17.51 17.02 20.99 0.33
H 16.37 18.00 20.09 0.42
H 16.40 15.08 19.87 0.04
H 18.49 15.94 18.95 0.34
H 17.55 17.10 18.06 0.52
H 16.31 15.10 16.97 0.19
H 17.32 14.06 17.95 -0.81
H 18.45 17.02 15.98 0.33
H 17.25 16.12 15.00 0.19
H 19.03 15.93 14.78 0.22
C 14.91 12.14 18.52 -0.87
O 15.57 12.19 19.76 0.33
C 15.32 11.07 20.55 -0.60
C 15.98 11.23 21.88 -0.73
N 17.45 10.98 21.88 -0.12
C 17.82 9.55 21.67 -0.53
C 19.34 9.45 21.56 -0.11
O 19.78 8.18 21.55 -0.49
C 19.37 7.48 20.42 -0.57
H 15.04 13.14 18.09 0.12
H 13.84 12.01 18.66 0.46
H 15.32 11.39 17.85 0.19
H 15.60 10.15 20.02 0.23
H 14.25 10.91 20.75 0.59
H 15.49 10.62 22.65 0.53
H 15.85 12.27 22.17 -0.02
H 17.64 11.12 22.88 0.29
H 17.34 9.18 20.76 0.14
H 17.48 8.91 22.51 0.42
H 19.82 10.03 22.34 0.50
H 19.57 9.95 20.59 -0.14
H 18.34 7.09 20.52 0.28
H 20.04 6.63 20.32 0.35
H 19.37 8.10 19.51 0.09
C 22.59 12.42 15.37 -0.73
O 21.40 12.87 14.65 -0.31
C 20.81 11.83 13.90 0.16
C 19.66 12.47 13.13 -1.09
N 18.56 12.85 14.05 0.85
C 17.39 13.34 13.30 -0.96
C 16.14 13.42 14.18 1.94
O 15.11 14.07 13.55 -0.45
C 15.15 15.45 13.64 -0.68
H 23.37 12.00 14.73 0.42
H 22.33 11.68 16.15 0.29
H 23.02 13.29 15.87 0.08
H 20.45 11.04 14.57 -0.41
H 21.53 11.41 13.19 0.67
H 19.28 11.69 12.44 0.35
H 20.05 13.33 12.59 0.52
H 18.28 12.01 14.53 -0.49
H 17.15 12.65 12.48 0.30
H 17.62 14.32 12.87 0.45
H 16.39 13.81 15.18 -1.32
H 15.79 12.40 14.40 -0.30
H 15.20 15.78 14.69 0.20
H 14.24 15.82 13.19 0.33
H 16.01 15.88 13.09 0.31
```


The data favor one; the next most stable structure lies 24.0 kcal/mol above it.


--- one ---
Below is 2 unconnected molecules or ions with the total composition C3H12N2O, with properties calculated with ωB97M-V/def2-TZVPD.

Results
**<S²>**: 0.75
**Multiplicity**: 2
**Charge**: -1

```
18
Properties=species:S:1:pos:R:3:lowdin_spin:R:1
N -1.73 -1.36 0.86 0.05
C -1.17 -0.02 0.89 0.07
C 0.42 -0.16 1.20 0.01
C 1.20 0.21 -0.08 0.06
N 2.52 0.89 0.43 0.00
H -1.53 -1.85 0.01 0.07
H -2.70 -1.38 1.03 0.02
H -1.40 0.59 -0.05 0.04
H -1.70 0.69 1.62 0.01
H 0.62 -1.16 1.46 0.00
H 0.67 0.51 2.04 0.00
H 1.46 -0.62 -0.70 0.03
H 0.76 0.99 -0.64 0.02
H 2.27 1.80 0.60 0.00
H 3.36 0.84 -0.08 0.00
H -1.15 -0.66 -2.51 0.13
H -1.28 0.54 -3.36 0.11
O -0.65 0.15 -2.72 0.37
```


--- two ---
Below is 3 unconnected molecules or ions with the total composition C3H12N2O, with properties calculated with ωB97M-V/def2-TZVPD.

Results
**<S²>**: 0.75
**Multiplicity**: 2
**Charge**: -1

```
18
Properties=species:S:1:pos:R:3:lowdin_spin:R:1
C 0.83 -2.38 0.36 0.10
C 0.61 -2.20 1.68 0.09
N 1.96 2.39 -1.47 0.21
H 0.19 -2.09 -0.53 0.02
H -1.11 2.13 -0.45 0.04
H 1.71 -2.97 0.04 0.01
H -0.32 -1.80 2.18 0.01
H 1.35 -2.62 2.25 0.01
H 2.83 2.27 -1.86 0.04
H 1.28 1.85 -2.05 0.05
H 1.99 2.39 -0.46 0.09
N -1.11 0.25 0.74 0.06
C -1.94 0.41 -0.45 0.11
O -1.89 1.74 -0.94 0.06
H -0.14 0.50 0.83 0.06
H -1.73 0.31 1.61 0.02
H -1.45 -0.36 -1.14 0.02
H -3.06 0.19 -0.34 0.01
```


The data favor one; the next most stable structure lies 31.3 kcal/mol above it.


--- one ---
Below is 2 unconnected molecules or ions with the total composition C3H8OS, with properties calculated with ωB97M-V/def2-TZVPD.

Results
**SMILES string**: CC=O.CS
**Charge**: 0

```
13
Properties=species:S:1:pos:R:3:nbo_charge:R:1
C -2.49 -0.32 -0.56 -0.72
S -3.40 -1.88 -0.34 -0.05
H -2.77 0.35 0.24 0.23
H -2.65 0.13 -1.54 0.21
H -1.43 -0.54 -0.46 0.22
H -2.34 -2.68 -0.35 0.12
O 0.61 0.75 1.37 -0.51
C 1.34 0.45 0.47 0.44
C 2.78 0.88 0.39 -0.72
H 0.97 -0.16 -0.38 0.09
H 3.47 0.05 0.38 0.23
H 2.91 1.50 -0.50 0.23
H 3.01 1.48 1.28 0.23
```


--- two ---
Below is C3H8OS in the gas phase, with properties calculated with ωB97M-V/def2-TZVPD.

Results
**SMILES string**: OCCCS
**Charge**: 0

```
13
Properties=species:S:1:pos:R:3:nbo_charge:R:1
C 0.88 1.03 0.17 -0.05
O 2.29 0.94 0.22 -0.72
C 0.22 -0.32 0.01 -0.44
C -1.30 -0.22 0.08 -0.51
S -2.13 -1.81 0.39 -0.03
H 0.62 1.52 1.11 0.18
H 0.53 1.66 -0.65 0.15
H 2.67 0.61 -0.60 0.47
H 0.49 -0.67 -0.98 0.19
H 0.60 -0.96 0.81 0.22
H -1.74 0.20 -0.82 0.21
H -1.61 0.48 0.87 0.22
H -1.53 -2.45 -0.61 0.11
```


The data favor two; the next most stable structure lies 8.1 kcal/mol above it.


--- one ---
Below is a molecular structure, C3H8OS, with properties calculated with ωB97M-V/def2-TZVPD.

Results
**Charge**: 0

```
13
Properties=species:S:1:pos:R:3:nbo_charge:R:1
C -1.00 -0.80 0.26 -0.07
C -0.41 0.52 -0.12 -0.41
C 1.27 0.58 0.34 -0.53
H -2.75 -0.18 -1.28 0.40
H -0.84 -0.90 1.47 0.16
H -0.58 -1.67 0.06 0.19
H -0.76 1.49 0.52 0.22
H -0.62 0.55 -1.11 0.19
H 1.81 1.29 -0.43 0.23
H 1.34 0.78 1.44 0.22
H 2.89 0.14 -1.15 0.15
O -2.54 -0.82 0.02 -0.68
S 2.18 -0.99 -0.02 -0.07
```


--- two ---
Below is 2 unconnected molecules or ions with the total composition C3H8OS, with properties calculated with ωB97M-V/def2-TZVPD.

Results
**SMILES string**: C=CO.CS
**Charge**: 0

```
13
Properties=species:S:1:pos:R:3:nbo_charge:R:1
C -2.14 -0.88 0.31 -0.72
S -1.75 0.79 -0.33 -0.06
H -1.93 -1.58 -0.49 0.22
H -1.46 -1.11 1.12 0.23
H -3.19 -0.91 0.54 0.22
H -1.50 1.35 0.86 0.11
C 1.67 -1.19 -0.58 -0.51
C 2.04 0.06 -0.32 0.15
O 2.34 0.49 0.94 -0.70
H 1.53 -1.55 -1.58 0.21
H 1.88 -1.88 0.24 0.20
H 1.92 0.86 -1.00 0.16
H 1.97 1.37 1.08 0.48
```


--- three ---
Below is 2 unconnected molecules or ions with the total composition C3H8OS, with properties calculated with ωB97M-V/def2-TZVPD.

Results
**SMILES string**: C=CO.CS
**Charge**: 0

```
13
Properties=species:S:1:pos:R:3:nbo_charge:R:1
C -2.27 -0.90 1.65 -0.73
S -0.55 -0.71 2.17 -0.05
H -2.80 -0.04 2.06 0.23
H -2.73 -1.82 1.98 0.22
H -2.36 -0.77 0.57 0.21
H -0.01 -1.92 1.97 0.12
C 1.92 0.33 -0.88 -0.55
C 1.77 1.13 -1.93 0.16
O 0.62 1.84 -2.21 -0.68
H 2.91 0.26 -0.45 0.22
H 1.04 -0.19 -0.51 0.20
H 2.58 1.48 -2.56 0.17
H -0.11 1.32 -1.85 0.47
```


The data favor two; the next most stable structure lies 6.4 kcal/mol above it.